85
Properties=species:S:1:pos:R:3:forces:R:3:lowdin_spin:R:1 method="wB97M-V/def2-TZVPD" total_charge=-1 energy_ev=-229640.343 homo_energy_ha="-0.0743 / -0.1540" multiplicity=6 gap_ha="0.137 / 0.210" e_lumo_ha="0.063 / 0.056"
Ru 1.427 0.093 -0.785 0.42 1.44 -2.04 1.930
C 2.308 -1.312 -3.200 -0.95 0.22 -0.20 0.064
C 2.510 -2.203 -1.975 5.86 -1.95 -5.20 0.320
C 3.904 -2.082 -1.389 0.04 -1.49 0.04 0.037
C 4.713 -3.228 -1.452 -0.32 0.59 0.27 0.019
C 6.004 -3.222 -0.956 0.26 -0.30 -0.09 0.049
C 6.514 -2.079 -0.363 -0.97 0.60 -0.20 0.016
C 5.749 -0.902 -0.259 0.36 -0.68 0.06 0.038
C 6.417 0.215 0.529 -0.19 0.04 0.50 0.010
C 7.600 0.821 -0.231 0.26 0.38 0.02 0.003
C 4.413 -0.882 -0.805 0.42 -0.46 0.09 0.046
N 3.571 0.156 -0.785 -0.82 2.75 -0.21 0.147
C 3.970 1.516 -0.841 -1.96 0.07 0.28 0.419
C 2.926 2.566 -0.821 -0.75 -4.77 -0.01 0.039
C 2.993 3.899 -0.832 0.18 1.94 0.03 0.107
C 1.669 4.371 -0.794 -1.07 0.79 -0.01 0.054
C 0.808 3.277 -0.767 -0.56 2.00 -0.05 0.081
N 1.490 2.160 -0.785 4.50 -2.16 -0.32 0.117
H 1.281 -1.461 -3.595 0.53 0.16 0.05 0.002
H 3.036 -1.589 -3.990 -0.34 0.09 0.55 0.014
H 2.431 -0.238 -2.964 0.09 -0.45 -0.25 0.022
H 2.316 -3.246 -2.311 -0.02 0.42 0.65 0.014
H 1.757 -2.003 -1.189 5.49 -5.65 -7.33 0.134
H 4.344 -4.145 -1.896 -0.20 0.05 -0.05 0.001
H 6.610 -4.117 -1.013 0.02 -0.04 -0.03 0.004
H 7.515 -2.125 0.047 0.02 0.21 0.12 0.000
H 6.780 -0.204 1.493 -0.06 0.05 -0.55 0.001
H 5.723 1.008 0.847 0.09 -0.34 -0.35 0.005
H 8.365 0.050 -0.459 -0.43 0.44 0.06 0.000
H 8.074 1.611 0.388 -0.14 -0.35 -0.42 0.000
H 7.259 1.274 -1.185 0.25 -0.25 0.49 0.001
H 5.001 1.810 -0.931 0.14 -0.07 -0.10 0.029
H 3.894 4.494 -0.855 -0.04 0.00 0.00 0.005
H 1.356 5.408 -0.787 0.01 -0.10 0.02 0.003
H -0.267 3.281 -0.736 -0.20 0.00 0.02 0.006
Br 0.290 -0.134 8.017 -0.01 0.00 0.06 0.000
C 0.298 -0.132 6.125 0.02 0.00 -0.66 0.001
C 1.487 0.105 5.439 -0.11 -0.03 -0.31 0.001
C 1.489 0.106 4.042 -0.32 -0.08 -0.14 0.004
C 0.309 -0.130 3.316 -0.09 -0.01 0.58 0.019
C -0.877 -0.367 4.032 0.42 0.08 -0.04 0.003
C -0.886 -0.368 5.429 0.05 0.01 -0.31 0.000
C 0.315 -0.129 1.798 0.09 0.02 -0.06 0.041
O -0.793 -0.350 1.216 0.62 -0.33 2.85 0.222
O 1.427 0.093 1.225 -1.31 -0.42 2.89 0.109
H 2.414 0.290 5.971 -0.17 -0.03 0.02 0.000
H 2.415 0.291 3.498 -0.25 -0.04 0.08 0.001
H -1.799 -0.551 3.481 0.20 0.06 0.09 0.000
H -1.818 -0.554 5.953 0.16 0.03 0.04 0.000
F -2.551 2.510 1.013 -0.86 0.34 -0.90 0.002
C -3.356 2.885 -0.014 -0.14 0.00 -0.42 0.002
C -3.814 1.934 -0.944 -0.52 0.46 -0.22 0.007
C -4.637 2.354 -2.006 0.48 0.56 0.80 0.002
F -5.083 1.477 -2.936 0.20 0.61 0.50 0.001
C -5.002 3.700 -2.122 -0.23 -0.10 -0.41 0.000
F -5.795 4.100 -3.147 0.51 -0.17 0.69 0.000
C -4.548 4.636 -1.188 -0.08 0.20 -0.06 0.002
F -4.904 5.939 -1.306 0.29 -1.10 0.09 0.001
C -3.725 4.228 -0.136 0.42 0.13 0.56 0.000
F -3.281 5.138 0.767 -0.41 -0.63 -0.75 0.000
Ge -3.271 0.080 -0.740 2.08 0.07 -0.02 0.085
S -1.046 0.093 -0.785 -0.98 0.48 -1.71 0.575
C -3.828 -0.706 0.941 -0.47 -0.03 0.72 0.012
C -4.647 -0.013 1.851 0.41 -0.92 0.01 0.002
F -5.091 1.238 1.581 0.21 -0.87 0.27 0.000
C -5.030 -0.618 3.053 -0.25 0.46 0.15 0.000
F -5.822 0.053 3.926 0.52 -0.53 -0.52 0.000
C -4.603 -1.914 3.355 -0.07 -0.06 0.18 0.001
F -4.977 -2.497 4.521 0.31 0.49 -0.96 0.000
C -3.793 -2.610 2.454 0.35 -0.51 -0.18 0.000
F -3.382 -3.869 2.747 -0.35 0.91 -0.11 0.000
C -3.408 -2.011 1.250 -0.23 0.44 0.22 0.002
F -2.622 -2.704 0.387 -0.76 0.55 0.76 0.001
C -4.033 -1.079 -2.098 -0.35 -0.37 -0.53 0.010
C -5.427 -1.259 -2.136 0.71 -0.50 -0.54 0.001
F -6.228 -0.628 -1.241 0.56 -0.36 -0.59 0.000
C -6.004 -2.095 -3.098 -0.51 0.18 0.31 0.000
F -7.350 -2.263 -3.130 0.87 0.04 -0.07 0.000
C -5.197 -2.757 -4.026 0.00 -0.13 -0.17 0.000
F -5.758 -3.567 -4.958 0.45 0.67 0.78 0.000
C -3.810 -2.587 -3.993 0.43 -0.16 -0.23 0.000
F -3.028 -3.233 -4.893 -0.65 0.42 0.61 0.000
C -3.226 -1.753 -3.032 -0.38 0.12 0.20 0.004
F -1.879 -1.609 -3.026 -1.34 -0.33 -0.31 0.019
H 1.427 -1.734 -0.785 -9.45 7.21 10.93 0.133